1.
{"formula": "C37H60F6NO24V2", "method": "the ωB97M-V functional and the def2-TZVPD basis", "elements": ["O", "V", "O", "O", "V", "O", "C", "O", "O", "C", "F", "F", "F", "C", "C", "H", "H", "H", "H", "H", "H", "C", "O", "O", "C", "F", "F", "F", "C", "C", "H", "H", "H", "H", "H", "H", "C", "C", "C", "C", "C", "C", "N", "O", "C", "C", "C", "H", "H", "H", "H", "H", "H", "H", "H", "H", "H", "H", "H", "H", "H", "H", "H", "H", "H", "C", "C", "C", "O", "C", "O", "O", "H", "H", "H", "H", "H", "H", "C", "C", "C", "O", "C", "O", "O", "H", "H", "H", "H", "H", "H", "C", "C", "C", "O", "C", "O", "O", "H", "H", "H", "H", "H", "H", "C", "C", "C", "O", "C", "O", "O", "H", "H", "H", "H", "H", "H", "C", "C", "C", "O", "C", "O", "O", "H", "H", "H", "H", "H", "H"], "coordinates": [[-3.338, 4.620, -4.357], [-3.467, 4.049, -2.886], [-4.946, 3.978, -2.458], [3.164, -0.337, -4.474], [1.926, 0.633, -4.079], [1.378, 1.322, -5.411], [6.310, 3.570, -1.023], [6.311, 4.332, 0.256], [4.845, 3.413, -1.267], [7.313, 3.991, -2.274], [8.601, 3.720, -1.980], [7.061, 3.122, -3.299], [7.071, 5.246, -2.687], [7.524, 4.338, 1.097], [7.886, 3.109, 1.869], [7.103, 2.755, 2.541], [8.014, 2.170, 1.329], [8.794, 3.172, 2.468], [7.502, 5.234, 1.717], [8.326, 4.628, 0.418], [6.613, 2.601, -0.628], [-1.427, -1.256, -0.521], [-0.123, -1.658, -0.284], [-1.231, -0.152, -1.350], [-2.154, -2.580, -1.050], [-3.470, -2.309, -1.289], [-1.534, -3.018, -2.180], [-2.002, -3.560, -0.177], [0.339, -1.885, 1.049], [0.928, -0.657, 1.644], [0.158, -0.078, 2.154], [1.510, -0.901, 2.533], [1.472, 0.029, 0.994], [1.028, -2.726, 0.974], [-0.365, -2.277, 1.782], [-1.924, -0.910, 0.385], [-2.047, 6.587, 3.412], [-3.278, 6.487, 2.389], [-4.452, 7.226, 2.985], [-4.680, 8.690, 2.503], [-4.533, 8.685, 0.964], [-3.084, 8.360, 0.521], [-2.920, 6.909, 1.002], [-1.782, 6.257, 0.367], [-2.222, 9.432, 1.216], [-2.895, 8.613, -1.030], [-3.801, 5.106, 2.298], [-1.688, 7.615, 3.464], [-1.134, 6.055, 3.143], [-2.265, 6.165, 4.393], [-4.286, 7.251, 4.062], [-5.400, 6.698, 2.884], [-4.134, 9.507, 2.975], [-5.714, 8.852, 2.807], [-4.931, 9.640, 0.622], [-4.971, 7.884, 0.368], [-2.738, 10.384, 1.088], [-1.289, 9.663, 0.701], [-2.010, 9.462, 2.285], [-3.528, 7.942, -1.611], [-1.868, 8.463, -1.362], [-3.281, 9.615, -1.214], [-4.664, 4.943, 1.653], [-3.937, 4.700, 3.301], [-2.953, 4.512, 1.958], [-2.859, -6.739, 4.838], [-3.650, -6.665, 3.557], [-4.655, -7.841, 3.274], [-5.858, -7.269, 3.726], [-5.801, -5.971, 3.872], [-6.575, -5.177, 4.356], [-4.519, -5.607, 3.562], [-2.118, -5.951, 4.707], [-2.367, -7.688, 5.048], [-3.189, -6.404, 5.821], [-2.904, -6.647, 2.763], [-4.409, -8.862, 3.565], [-4.870, -7.875, 2.206], [6.598, -3.065, -1.129], [5.907, -4.301, -1.767], [6.409, -4.806, -3.132], [6.611, -6.125, -2.869], [6.528, -6.445, -1.549], [6.675, -7.504, -0.949], [6.021, -5.398, -0.920], [5.898, -2.275, -1.401], [7.621, -3.044, -1.505], [6.674, -3.085, -0.042], [4.825, -4.174, -1.739], [7.326, -4.292, -3.421], [5.535, -4.632, -3.759], [1.996, 2.370, 8.554], [2.109, 3.186, 9.848], [1.079, 2.690, 10.858], [1.849, 2.479, 12.044], [3.107, 2.694, 11.864], [4.007, 2.495, 12.684], [3.315, 3.163, 10.611], [0.966, 2.479, 8.213], [2.173, 1.329, 8.823], [2.746, 2.693, 7.833], [1.881, 4.233, 9.646], [0.568, 1.799, 10.494], [0.365, 3.485, 11.071], [-3.491, -3.366, -11.357], [-3.325, -3.436, -9.776], [-1.863, -3.096, -9.429], [-1.760, -1.765, -9.264], [-3.039, -1.235, -8.934], [-3.169, -0.142, -8.386], [-4.011, -2.174, -9.284], [-3.253, -2.378, -11.753], [-4.562, -3.431, -11.548], [-2.944, -4.145, -11.887], [-3.801, -4.303, -9.318], [-1.166, -3.352, -10.227], [-1.696, -3.634, -8.495], [-1.701, -9.619, -2.931], [-0.973, -9.590, -4.308], [-1.937, -9.014, -5.368], [-1.012, -8.251, -6.033], [0.222, -8.191, -5.530], [1.041, -7.404, -6.007], [0.210, -8.766, -4.397], [-1.721, -8.618, -2.499], [-1.247, -10.212, -2.137], [-2.778, -9.785, -2.937], [-0.757, -10.601, -4.654], [-2.661, -8.347, -4.899], [-2.330, -9.827, -5.979]], "multiplicity": 1, "fmax_ha_per_bohr": 0.1129, "e_lumo_ev": -1.90, "relative_energy_kcal_mol": 294.87, "charge": -1, "total_energy_ev": -157634.5111}

2.
{"formula": "C37H61BN3O6S2", "method": "the ωB97M-V functional and the def2-TZVPD basis", "elements": ["C", "C", "C", "C", "C", "C", "C", "C", "C", "C", "C", "C", "C", "C", "C", "C", "O", "B", "O", "C", "C", "C", "C", "S", "C", "S", "N", "C", "C", "C", "C", "H", "H", "H", "H", "H", "H", "H", "H", "H", "H", "H", "H", "H", "H", "H", "H", "H", "H", "H", "H", "H", "H", "H", "H", "H", "H", "H", "H", "H", "H", "H", "H", "H", "H", "H", "H", "H", "H", "H", "H", "H", "H", "H", "H", "H", "H", "H", "H", "H", "H", "H", "C", "C", "C", "C", "C", "C", "N", "O", "O", "H", "H", "H", "H", "H", "C", "C", "C", "C", "C", "C", "N", "O", "O", "H", "H", "H", "H", "H"], "coordinates": [[7.195, -1.522, 0.547], [7.428, -1.675, -0.963], [6.838, -2.966, -1.529], [7.093, -3.166, -3.035], [5.834, -3.165, -3.917], [4.870, -2.004, -3.675], [5.476, -0.655, -4.072], [4.701, 0.609, -3.623], [3.644, 0.402, -2.540], [2.873, 1.696, -2.218], [2.802, 2.003, -0.720], [1.747, 1.170, 0.031], [0.472, 1.928, 0.384], [-0.330, 2.428, -0.828], [-1.847, 2.263, -0.635], [-2.332, 0.973, -1.289], [-1.670, -0.139, -0.741], [-2.430, -0.488, 0.520], [-3.779, 0.155, 0.298], [-3.810, 0.689, -1.000], [-4.514, -0.203, -2.057], [-3.650, -1.072, -2.990], [-3.891, -2.578, -2.954], [-3.204, -3.324, -1.474], [-1.526, -3.376, -1.793], [-0.739, -3.019, -3.184], [-0.893, -3.734, -0.559], [-0.056, -2.605, -0.106], [0.242, -2.619, 1.384], [-0.188, -5.020, -0.693], [-0.097, -5.797, 0.630], [8.135, -1.426, 1.093], [6.595, -0.645, 0.782], [6.681, -2.394, 0.953], [8.497, -1.650, -1.192], [6.982, -0.831, -1.494], [7.266, -3.804, -0.972], [5.767, -2.970, -1.313], [7.593, -4.126, -3.175], [7.792, -2.408, -3.396], [6.154, -3.122, -4.964], [5.311, -4.117, -3.795], [4.535, -2.004, -2.638], [3.973, -2.177, -4.275], [5.549, -0.653, -5.162], [6.501, -0.595, -3.700], [5.418, 1.333, -3.228], [4.225, 1.075, -4.489], [4.140, 0.065, -1.622], [2.951, -0.390, -2.825], [1.867, 1.637, -2.634], [3.364, 2.534, -2.724], [2.595, 3.067, -0.576], [3.791, 1.820, -0.289], [2.184, 0.812, 0.968], [1.481, 0.280, -0.549], [-0.158, 1.295, 1.007], [0.762, 2.800, 0.983], [-0.058, 1.882, -1.735], [-0.114, 3.485, -1.003], [-2.392, 3.122, -1.042], [-2.068, 2.205, 0.434], [-2.143, 1.060, -2.369], [-2.498, -1.700, 0.675], [-1.885, 0.018, 1.527], [-4.374, 1.633, -0.971], [-5.244, -0.823, -1.528], [-5.100, 0.474, -2.685], [-3.845, -0.784, -4.029], [-2.590, -0.893, -2.815], [-3.444, -3.040, -3.834], [-4.952, -2.837, -2.950], [-0.626, -1.699, -0.319], [0.875, -2.569, -0.690], [-0.672, -2.460, 1.956], [0.927, -1.797, 1.606], [0.728, -3.535, 1.715], [0.807, -4.849, -1.126], [-0.750, -5.616, -1.410], [-0.623, -5.269, 1.418], [0.937, -5.929, 0.954], [-0.536, -6.790, 0.529], [-4.564, 5.379, 3.380], [-4.136, 5.756, 2.115], [-2.782, 5.906, 1.856], [-1.884, 5.696, 2.885], [-2.287, 5.327, 4.156], [-3.642, 5.157, 4.395], [-0.439, 5.834, 2.615], [-0.098, 6.135, 1.487], [0.329, 5.636, 3.538], [-5.617, 5.249, 3.589], [-4.852, 5.899, 1.317], [-2.432, 6.163, 0.868], [-1.550, 5.161, 4.928], [-3.982, 4.851, 5.375], [-4.618, -0.787, 4.219], [-4.694, 0.343, 3.415], [-5.417, 1.442, 3.846], [-6.055, 1.380, 5.074], [-5.998, 0.264, 5.889], [-5.266, -0.827, 5.449], [-6.838, 2.550, 5.515], [-6.856, 3.513, 4.767], [-7.418, 2.497, 6.582], [-4.052, -1.643, 3.876], [-4.203, 0.369, 2.452], [-5.497, 2.325, 3.232], [-6.517, 0.257, 6.837], [-5.206, -1.713, 6.066]], "multiplicity": 1, "fmax_ha_per_bohr": 0.0096, "e_lumo_ev": 1.47, "charge": -1, "total_energy_ev": -78458.0425}